Entry from OMol25: a 2-piece molecular cluster, CH5PS2 overall at a distorted geometry (the ωB97M-V functional and the def2-TZVPD basis).

Atoms and positions in Å:
C 0.008 0.269 -0.566
P 0.802 -0.241 1.950
S 1.370 -0.299 -1.553
S -1.508 -0.677 -0.423
H -0.049 1.364 -0.537
H 0.061 0.725 2.703
H -0.116 -1.310 2.576
H 1.272 0.654 -2.469
H -1.840 -0.484 -1.681

Properties
Gap between HOMO and LUMO (alpha / beta) in eV: 7.6 / 7.5
Total charge: 0
Strongest force on any atom in eV/Å: 2.7
Energy above the lowest of the compared OMol25 structures with the same formula, charge and spin in eV: 3.999
Electronic energy in hartree: -1178.699874

The molecule's Löwdin atomic charges, reported in e, are given here: -1.114 0.621 0.613 0.561 -0.001 -0.214 -0.142 -0.152 -0.172